Record 1
Computed, not measured: a 7-piece molecular cluster, C25H63NO14 overall, with the ωB97M-V functional and the def2-TZVPD basis.

```
103
Properties=species:S:1:pos:R:3:mulliken_charge:R:1
C 2.097 0.575 0.127 -0.729
N 1.277 -0.002 1.222 0.863
O 0.599 -0.992 1.005 -0.512
O 1.380 0.568 2.304 -0.506
H 2.846 -0.171 -0.142 0.269
H 2.568 1.495 0.471 0.344
H 1.532 0.646 -0.802 0.268
C 6.455 4.448 1.397 -0.655
O 5.614 4.955 0.348 -0.290
C 5.966 6.193 -0.241 -0.503
C 4.935 6.710 -1.287 -0.290
O 5.145 8.031 -1.726 -0.360
C 4.078 8.580 -2.484 -0.777
H 6.308 5.058 2.289 0.288
H 7.488 4.500 1.054 0.281
H 6.084 3.443 1.598 0.206
H 6.959 6.005 -0.648 0.316
H 5.976 6.928 0.564 0.308
H 3.968 6.756 -0.786 0.290
H 4.976 6.011 -2.122 0.261
H 3.404 7.946 -3.060 0.331
H 4.564 9.211 -3.228 0.306
H 3.480 9.233 -1.848 0.291
C -1.303 6.075 -2.277 -0.792
O -1.119 7.473 -2.044 -0.323
C -1.339 8.229 -3.194 -0.408
C -1.230 9.802 -3.038 -0.396
O -0.828 10.560 -4.152 -0.345
C -0.608 12.008 -3.897 -0.763
H -2.330 5.721 -2.368 0.323
H -1.013 5.640 -1.321 0.296
H -0.539 5.568 -2.866 0.327
H -2.367 8.119 -3.538 0.260
H -0.664 7.881 -3.977 0.334
H -0.404 9.866 -2.330 0.266
H -2.112 10.225 -2.556 0.305
H -0.002 12.399 -3.080 0.313
H -1.599 12.301 -3.550 0.327
H -0.441 12.470 -4.870 0.275
C -6.328 -10.266 3.640 -0.700
O -6.171 -8.858 3.598 -0.349
C -5.372 -8.339 2.639 -0.366
C -4.893 -6.867 2.850 -0.414
O -4.502 -6.265 1.679 -0.301
C -3.950 -4.940 1.840 -0.753
H -6.633 -10.712 2.694 0.295
H -7.094 -10.449 4.393 0.243
H -5.384 -10.686 3.987 0.314
H -5.971 -8.431 1.733 0.270
H -4.492 -8.979 2.563 0.267
H -4.187 -6.813 3.679 0.298
H -5.786 -6.431 3.297 0.300
H -4.587 -4.120 2.172 0.324
H -3.472 -4.540 0.946 0.293
H -3.165 -4.853 2.591 0.280
C -1.305 -3.212 7.846 -0.706
O 0.059 -3.029 7.668 -0.331
C 0.539 -3.197 6.257 -0.315
C 2.005 -3.574 6.183 -0.458
O 2.755 -2.454 5.685 -0.312
C 4.115 -2.788 5.611 -0.746
H -1.623 -4.161 7.416 0.311
H -1.974 -2.375 7.643 0.273
H -1.430 -3.248 8.928 0.248
H 0.490 -2.229 5.760 0.277
H -0.016 -4.001 5.775 0.260
H 2.051 -4.310 5.380 0.275
H 2.452 -3.984 7.088 0.366
H 4.306 -3.706 5.055 0.321
H 4.522 -2.784 6.622 0.288
H 4.558 -2.010 4.990 0.247
C 2.312 -5.994 -4.380 -0.646
O 2.541 -4.614 -4.715 -0.371
C 3.349 -3.796 -3.840 -0.406
C 4.686 -4.362 -3.387 -0.474
O 4.454 -5.468 -2.488 -0.353
C 3.816 -5.226 -1.275 -0.687
H 1.420 -6.447 -4.812 0.342
H 2.357 -6.371 -3.359 0.188
H 3.036 -6.675 -4.828 0.284
H 2.765 -3.352 -3.034 0.279
H 3.563 -2.879 -4.389 0.352
H 5.314 -3.725 -2.764 0.377
H 5.340 -4.518 -4.245 0.300
H 4.297 -4.397 -0.756 0.286
H 3.808 -6.118 -0.648 0.227
H 2.762 -5.023 -1.465 0.305
C -6.840 1.955 -1.710 -0.756
O -5.569 1.311 -1.718 -0.314
C -5.363 0.436 -2.815 -0.355
C -3.942 -0.109 -2.673 -0.405
O -3.871 -1.393 -3.232 -0.320
C -2.704 -1.940 -3.521 -0.717
H -7.665 1.288 -1.960 0.324
H -6.695 2.875 -2.278 0.275
H -7.026 2.124 -0.650 0.260
H -5.472 1.034 -3.719 0.255
H -6.021 -0.433 -2.821 0.325
H -3.689 -0.226 -1.620 0.310
H -3.213 0.543 -3.156 0.276
H -2.083 -1.413 -4.245 0.317
H -2.827 -2.876 -4.066 0.271
H -2.157 -2.062 -2.586 0.256
```

Values from the calculation:
HOMO   -0.3520 Ha
Structure (SMILES)   C[N+](=O)[O-].COCCOC.COCCOC.COCCOC.COCCOC.COCCOC.COCCOC
Spin multiplicity   1
LUMO level   0.10 eV

***

Record 2
Computed, not measured: a 3-piece molecular cluster, C34H30Cl3IN2O6S2 overall, with the ωB97M-V functional and the def2-TZVPD basis.

```
78
Properties=species:S:1:pos:R:3:mulliken_charge:R:1
C -4.410 -2.279 -4.101 -1.414
C -3.556 -1.913 -2.945 0.141
Cl -2.168 -2.951 -2.769 0.055
C -3.742 -0.886 -2.118 0.107
Cl -5.072 0.184 -2.465 -0.227
C -2.948 -0.498 -0.931 0.514
C -2.440 -1.416 -0.016 -0.985
C -1.690 -1.035 1.093 0.523
C -1.159 -2.146 1.967 -0.733
N 0.301 -2.179 1.982 -0.307
C -1.448 0.331 1.330 -1.318
C -1.950 1.239 0.405 1.245
C -2.696 0.851 -0.702 -1.229
S -1.649 2.962 0.610 -0.530
C -0.101 2.883 1.438 0.651
C 0.772 3.941 1.273 -1.109
C 2.004 3.995 1.907 -0.025
C 2.888 5.192 1.700 -1.435
C 2.152 6.550 1.727 -0.513
C 1.018 6.587 2.711 0.465
O 1.154 6.424 3.868 -0.495
O -0.211 6.889 2.175 -0.531
C 2.366 2.892 2.703 0.781
S 3.954 2.974 3.496 -0.319
C 1.469 1.821 2.873 -0.179
I 2.070 0.211 4.081 0.066
C 0.208 1.805 2.260 -0.642
N -0.723 0.727 2.516 1.451
C -1.740 1.245 3.524 -0.644
C -2.379 0.175 4.388 -1.064
C -1.382 -0.704 5.119 0.043
Cl -2.241 -2.116 5.821 -0.230
H -4.464 -3.357 -4.206 0.385
H -4.022 -1.864 -5.028 0.294
H -5.421 -1.924 -3.947 0.444
H -2.627 -2.464 -0.168 0.672
H -1.547 -3.087 1.572 0.439
H -1.563 -2.065 2.968 -0.013
H 0.663 -2.576 2.836 0.247
H 0.650 -2.706 1.196 0.106
H -3.048 1.616 -1.373 0.356
H 0.477 4.744 0.609 0.882
H 3.698 5.236 2.410 0.496
H 3.360 5.077 0.725 0.356
H 2.870 7.291 2.071 0.463
H 1.838 6.883 0.746 0.352
H -0.739 6.084 2.117 0.362
H 4.434 1.750 3.243 0.153
H -1.238 1.985 4.143 0.691
H -2.534 1.765 2.990 0.368
H -3.063 -0.438 3.810 0.300
H -2.984 0.661 5.152 0.510
H -0.664 -1.085 4.411 -0.245
H -0.893 -0.180 5.928 0.371
O 2.124 -4.690 -1.324 -0.594
C 1.869 -4.948 -2.481 0.447
C 0.466 -5.130 -2.931 -0.452
C 0.178 -5.411 -4.199 -0.363
C 1.248 -5.552 -5.219 0.319
O 0.982 -5.803 -6.375 -0.559
C 2.650 -5.367 -4.770 -0.432
C 2.940 -5.090 -3.502 -0.279
H -0.299 -5.022 -2.172 0.649
H -0.838 -5.548 -4.548 0.431
H 3.413 -5.467 -5.531 0.413
H 3.954 -4.943 -3.156 0.413
O 3.388 -2.072 -3.010 -0.534
C 2.669 -1.116 -2.814 0.186
C 2.675 0.073 -3.704 -0.533
C 1.861 1.101 -3.479 -0.578
C 0.910 1.097 -2.336 0.009
O 0.153 2.026 -2.145 -0.518
C 0.913 -0.089 -1.448 0.087
C 1.731 -1.112 -1.670 -0.329
H 3.369 0.048 -4.536 0.442
H 1.842 1.977 -4.116 0.441
H 0.218 -0.076 -0.621 0.706
H 1.748 -1.990 -1.038 0.525
```

Values from the calculation:
HOMO   -0.3027 Ha
Structure (SMILES)   C/C(Cl)=C(\Cl)c1cc(CN)c2c(c1)Sc1cc(CCC(=O)O)c(S)c(I)c1N2CCCCl.O=C1C=CC(=O)C=C1.O=C1C=CC(=O)C=C1
Spin multiplicity   1
LUMO level   -1.57 eV

***

Record 3
Computed, not measured: C21H47OP3SeTl as an isolated structure, with the ωB97M-V functional and the def2-TZVPD basis.

```
74
Properties=species:S:1:pos:R:3:mulliken_charge:R:1
Tl 0.110 -4.831 -1.998 0.816
P 0.451 1.470 0.847 0.856
P -2.541 0.274 -0.722 0.879
P 2.102 -0.551 -0.994 0.909
H -1.154 -3.375 -4.305 0.352
C -0.303 -3.046 -3.694 -1.034
C -0.503 -2.519 -2.426 0.658
H -1.498 -2.473 -1.980 0.161
C 0.342 3.146 0.083 -1.133
C -0.893 1.625 2.094 -1.052
C 1.844 1.816 2.005 -1.342
C -3.472 -0.644 -2.016 -1.095
C -3.661 -0.130 0.683 -1.513
C -3.224 1.948 -1.090 -1.238
C 2.901 -1.686 -2.208 -1.260
C 3.065 -1.052 0.493 -0.952
C 2.985 0.984 -1.522 -1.128
H 0.653 -2.930 -4.225 0.271
H 0.270 -1.943 -1.921 -0.583
H 0.346 3.908 0.874 0.463
H -0.574 3.221 -0.516 0.271
H 1.208 3.289 -0.575 0.388
H -0.570 2.309 2.891 0.607
H -1.070 0.629 2.523 0.034
H -1.818 2.007 1.644 0.436
H 1.576 2.691 2.614 0.576
H 2.772 2.021 1.459 0.430
H 1.990 0.948 2.662 0.299
H -4.526 -0.337 -1.985 0.496
H -3.405 -1.720 -1.819 0.482
H -3.053 -0.431 -3.008 0.110
H -4.664 0.255 0.460 0.515
H -3.284 0.327 1.604 0.398
H -3.701 -1.218 0.819 0.451
H -4.317 1.897 -1.010 0.520
H -2.931 2.259 -2.102 0.323
H -2.839 2.675 -0.365 0.377
H 3.990 -1.559 -2.115 0.628
H 2.589 -1.422 -3.228 0.297
H 2.645 -2.739 -2.011 0.358
H 3.909 -1.680 0.183 0.550
H 2.410 -1.632 1.159 -0.053
H 3.437 -0.176 1.038 0.349
H 3.957 0.699 -1.943 0.529
H 3.135 1.685 -0.691 0.399
H 2.388 1.477 -2.303 0.242
C -0.200 0.569 -5.258 0.406
C -1.049 -0.336 -5.913 -0.379
C -0.583 -1.009 -7.051 -0.501
C 0.678 -0.710 -7.588 -0.556
C 1.491 0.246 -6.966 -0.514
C 1.051 0.898 -5.814 -0.487
Se -0.703 1.330 -3.567 -0.108
H -0.371 0.065 -2.893 -0.012
H -2.055 -0.520 -5.520 0.408
H -1.198 -1.781 -7.520 0.451
H 1.004 -1.220 -8.494 0.426
H 2.476 0.488 -7.368 0.427
H 1.638 1.677 -5.331 0.417
C -0.272 -3.898 1.020 -0.607
C -0.994 -2.811 1.797 0.054
O -0.115 -1.746 2.216 -0.032
C 0.626 -1.988 3.430 -0.400
C -0.200 -1.747 4.678 -1.352
H 0.418 -3.455 0.286 -0.325
H -1.021 -4.543 0.546 0.501
H 0.318 -4.530 1.695 0.305
H -1.754 -2.319 1.167 -0.339
H -1.517 -3.254 2.666 0.399
H 1.025 -3.018 3.423 0.397
H 1.474 -1.289 3.386 0.314
H -1.021 -2.470 4.742 0.361
H 0.433 -1.870 5.558 0.425
H -0.613 -0.732 4.688 0.275
```

Values from the calculation:
HOMO (alpha / beta)   -0.5971 / -0.5994 Ha
Spin multiplicity   1
Charge   +3
LUMO level (alpha / beta)   -13.15 / -13.06 eV

***

Record 4
Computed, not measured: a 4-piece molecular cluster, C15H29FO5 overall, with the ωB97M-V functional and the def2-TZVPD basis.

```
50
Properties=species:S:1:pos:R:3:mulliken_charge:R:1
C 0.889 2.170 -1.453 -1.061
C 0.710 0.819 -0.801 0.413
F 1.753 0.054 -1.172 -0.350
O -0.434 0.116 -1.205 -0.310
C -1.579 0.756 -0.926 0.003
O -2.480 0.673 -1.631 -0.449
H 1.602 2.713 -0.842 0.177
H -0.011 2.774 -1.481 0.449
H 1.356 2.054 -2.422 0.318
H 0.791 0.924 0.279 0.306
H -1.682 1.339 -0.005 0.503
C 2.300 6.146 2.656 -0.551
C 1.873 6.659 1.287 -0.575
C 2.348 5.540 0.374 -0.383
O 2.274 4.330 1.137 -0.358
C 2.059 4.651 2.517 -0.452
H 1.748 6.588 3.484 0.333
H 3.364 6.342 2.812 0.260
H 0.784 6.743 1.245 0.279
H 2.298 7.627 1.027 0.338
H 3.389 5.689 0.070 0.280
H 1.736 5.439 -0.524 0.275
H 1.026 4.390 2.771 0.286
H 2.730 4.055 3.135 0.264
C -0.702 -3.070 2.867 -0.639
C -0.283 -3.314 1.422 -0.436
C -0.675 -2.011 0.755 0.053
O -0.551 -0.983 1.749 -0.333
C -0.378 -1.591 3.037 -0.562
H -0.188 -3.702 3.590 0.374
H -1.777 -3.232 2.975 0.267
H 0.800 -3.448 1.368 0.328
H -0.755 -4.182 0.966 0.189
H -1.720 -2.035 0.421 0.194
H -0.047 -1.775 -0.093 -0.045
H 0.664 -1.446 3.344 0.304
H -1.025 -1.096 3.762 0.273
C -2.777 -4.322 -2.812 -0.524
C -1.670 -3.795 -3.714 -0.583
C -0.461 -3.864 -2.794 0.242
O -0.687 -4.965 -1.901 -0.428
C -2.047 -5.395 -2.018 -0.377
H -3.639 -4.709 -3.354 0.345
H -3.122 -3.529 -2.144 0.228
H -1.532 -4.465 -4.566 0.264
H -1.854 -2.792 -4.095 0.348
H -0.368 -2.952 -2.195 -0.338
H 0.472 -4.020 -3.336 0.309
H -2.058 -6.355 -2.545 0.287
H -2.467 -5.542 -1.022 0.263
```

Values from the calculation:
HOMO   -0.3434 Ha
Structure (SMILES)   C[C@H](F)OC=O.C1CCOC1.C1CCOC1.C1CCOC1
Spin multiplicity   1
LUMO level   0.76 eV

***

Record 5
Computed, not measured: C21H51BF5O21PbS6 as an isolated structure, with the ωB97M-V functional and the def2-TZVPD basis.

```
106
Properties=species:S:1:pos:R:3:mulliken_charge:R:1
Pb 0.153 0.377 0.122 5.038
B 0.224 -1.908 -2.129 -0.201
F 1.172 -1.848 -1.163 -0.091
F -0.209 -3.210 -2.094 -0.347
F -0.747 -0.991 -1.802 -0.007
F 0.877 -1.636 -3.281 -0.425
O 1.562 1.751 1.844 -0.822
S 1.922 2.018 3.246 0.988
O 1.164 1.347 4.314 -0.618
O 3.541 1.535 3.476 -0.396
C 4.387 1.805 2.425 0.340
C 5.542 0.832 2.600 -1.070
C 2.033 3.843 3.581 -1.147
H 4.726 2.831 2.566 0.391
H 3.930 1.703 1.441 -0.210
H 5.379 0.074 1.834 0.025
H 5.633 0.284 3.537 0.369
H 6.517 1.247 2.344 0.373
H 1.002 4.195 3.611 0.403
H 2.459 4.247 2.663 0.380
H 2.676 4.037 4.440 0.373
O 1.571 2.938 -4.123 -0.685
S 0.412 2.276 -3.546 0.841
O 0.420 1.830 -2.144 -0.988
O -0.896 3.236 -3.687 0.053
C -0.959 3.953 -4.964 -0.440
C -1.621 5.320 -4.840 -1.339
C -0.200 0.941 -4.609 -0.680
H -1.519 3.372 -5.696 0.306
H -0.046 4.080 -5.546 0.548
H -1.642 5.892 -5.767 0.405
H -1.132 5.963 -4.108 0.320
H -2.678 5.213 -4.597 0.288
H -0.469 1.353 -5.581 0.512
H -1.061 0.645 -4.008 0.099
H 0.607 0.208 -4.621 0.250
O -4.433 1.256 -0.068 -0.703
S -3.473 1.434 -1.176 0.696
O -2.101 1.066 -0.971 -0.572
O -4.042 0.767 -2.560 -0.169
C -5.418 0.373 -2.586 0.138
C -5.605 -0.008 -4.081 -1.260
C -3.694 3.169 -1.821 -1.104
H -6.089 1.117 -2.157 0.434
H -5.527 -0.482 -1.918 -0.109
H -5.485 0.886 -4.693 0.314
H -6.613 -0.385 -4.251 0.413
H -4.865 -0.693 -4.495 0.290
H -3.313 3.070 -2.838 0.251
H -3.067 3.811 -1.203 0.475
H -4.756 3.415 -1.816 0.403
O -1.263 -1.614 0.982 0.138
S -1.715 -2.825 1.661 0.856
O -1.159 -3.292 2.931 -0.665
O -3.358 -2.817 1.828 -0.331
C -4.151 -2.172 0.825 0.437
C -5.437 -2.940 0.696 -1.535
C -1.699 -4.234 0.387 -1.089
H -3.612 -1.981 -0.103 0.115
H -4.416 -1.178 1.186 0.163
H -6.121 -2.386 0.053 0.373
H -5.844 -3.178 1.679 0.351
H -5.261 -3.924 0.261 0.343
H -2.080 -3.869 -0.566 0.296
H -2.322 -5.029 0.798 0.475
H -0.691 -4.602 0.196 0.287
O 2.487 0.757 -0.457 -0.805
S 3.689 0.910 -1.296 0.982
O 4.062 2.256 -1.755 -0.729
O 4.936 0.114 -0.515 0.082
C 6.195 0.581 -0.622 -0.416
C 6.845 0.379 -2.018 -1.429
C 3.485 -0.269 -2.731 -0.411
H 6.810 -0.037 0.034 0.348
H 6.182 1.602 -0.243 0.455
H 7.881 0.715 -1.969 0.462
H 6.427 0.989 -2.819 0.324
H 6.955 -0.681 -2.248 0.309
H 4.300 -0.079 -3.429 0.557
H 2.561 0.123 -3.158 -0.259
H 3.256 -1.265 -2.351 0.180
O 3.642 -2.308 1.662 -0.717
S 2.268 -2.239 2.094 0.895
O 1.479 -1.132 1.602 -0.914
O 1.497 -3.691 1.650 -0.011
C 2.011 -4.852 2.255 -0.156
C 1.043 -5.916 1.811 -1.311
C 2.059 -2.140 3.902 -1.237
H 1.953 -4.815 3.343 0.267
H 3.006 -5.172 1.948 0.276
H 1.403 -6.843 2.258 0.487
H 1.039 -6.125 0.741 0.310
H 0.025 -5.646 2.089 0.213
H 2.502 -3.030 4.349 0.551
H 1.001 -2.164 4.159 0.300
H 2.409 -1.202 4.332 0.371
C -2.966 1.414 5.370 -0.567
C -3.829 0.248 4.695 0.312
O -3.117 -0.008 3.517 -0.074
C -2.120 0.918 3.355 -0.210
O -1.381 0.926 2.391 -0.302
O -2.114 1.844 4.338 -0.297
F -5.035 0.692 4.392 -0.308
H -2.360 1.001 6.177 0.309
H -3.541 2.207 5.847 0.314
H -4.067 -0.569 5.376 0.304
```

Values from the calculation:
HOMO   -0.4747 Ha
Spin multiplicity   1
Charge   +1
LUMO level   -1.69 eV